1.
A cluster of 14 separate species, C72H186N14O22 in total in a non-equilibrium geometry. Source: the Open Molecules 2025 dataset; level of theory: ωB97M-V/def2-TZVPD.

Calculated values
Energy = -5276.1897 a.u.
Energy relative to the best compared isomer or geometry (same formula, charge and spin) = 0.0 kcal/mol

```
! RIJCOSX wB97M-V def2-TZVPD def2/J DEFGRID3
* xyz 0 1
C 5.31 1.10 5.02
C 5.92 -0.26 4.77
C 5.69 -0.79 3.37
O 4.30 -0.93 3.17
C 3.94 -1.56 1.97
N 7.38 -0.20 5.04
H 4.28 1.14 4.66
H 5.85 1.88 4.47
H 5.32 1.34 6.08
H 5.41 -0.95 5.45
H 6.24 -1.70 3.11
H 6.08 -0.11 2.58
H 4.30 -2.60 1.97
H 4.43 -1.07 1.12
H 2.86 -1.49 1.89
H 7.40 0.09 6.02
H 7.73 -1.15 5.10
C -1.56 0.81 -1.99
C -0.09 0.42 -1.82
C 0.15 -0.30 -0.50
O -0.10 0.58 0.56
C 0.17 0.07 1.86
N 0.25 -0.40 -2.99
H -1.77 1.60 -1.26
H -2.23 -0.03 -1.80
H -1.76 1.24 -2.97
H 0.57 1.30 -1.73
H 1.18 -0.67 -0.47
H -0.47 -1.22 -0.48
H 1.22 -0.22 1.96
H -0.31 -0.90 2.04
H -0.18 0.82 2.56
H 0.74 0.13 -3.71
H 0.90 -1.12 -2.68
C 3.78 -4.27 -2.51
C 2.74 -3.27 -2.07
C 1.46 -3.81 -1.46
O 1.08 -4.96 -2.24
C -0.14 -5.59 -1.85
N 3.27 -2.38 -1.04
H 4.04 -5.03 -1.76
H 4.72 -3.78 -2.78
H 3.48 -4.86 -3.38
H 2.45 -2.70 -2.96
H 0.70 -3.04 -1.31
H 1.65 -4.27 -0.48
H -0.11 -6.04 -0.85
H -0.28 -6.33 -2.63
H -1.00 -4.91 -1.89
H 3.56 -2.96 -0.25
H 4.15 -1.93 -1.30
C 3.90 2.46 -6.02
C 2.88 2.90 -5.02
C 2.21 4.24 -5.33
O 1.16 4.47 -4.43
C 0.25 5.43 -4.91
N 1.92 1.82 -4.78
H 4.42 1.51 -5.92
H 4.66 3.24 -6.18
H 3.44 2.39 -7.02
H 3.50 2.94 -4.11
H 1.81 4.17 -6.35
H 2.99 5.01 -5.30
H -0.25 5.16 -5.85
H 0.70 6.42 -5.02
H -0.49 5.61 -4.14
H 1.22 2.24 -4.17
H 1.49 1.53 -5.66
C -3.83 -2.28 -1.69
C -4.32 -3.65 -1.19
C -5.85 -3.72 -1.29
O -6.20 -5.06 -0.92
C -7.59 -5.22 -0.91
N -3.60 -4.71 -1.91
H -2.74 -2.21 -1.63
H -4.24 -1.42 -1.16
H -4.12 -2.16 -2.73
H -4.10 -3.65 -0.12
H -6.28 -3.47 -2.26
H -6.24 -3.04 -0.53
H -7.81 -6.26 -0.61
H -7.99 -5.22 -1.93
H -8.18 -4.65 -0.19
H -4.15 -5.50 -1.57
H -3.92 -4.59 -2.89
C -4.83 8.17 -2.42
C -4.11 6.81 -2.23
C -4.83 5.78 -3.08
O -4.38 4.44 -3.01
C -4.41 3.90 -1.70
N -2.75 6.96 -2.76
H -4.46 8.89 -1.69
H -5.90 8.06 -2.27
H -4.61 8.49 -3.43
H -4.04 6.55 -1.17
H -4.73 6.11 -4.12
H -5.90 5.82 -2.81
H -4.16 2.84 -1.74
H -5.36 4.11 -1.20
H -3.63 4.41 -1.11
H -2.34 6.03 -2.85
H -2.14 7.37 -2.04
C -1.09 1.96 8.22
O -0.35 2.23 7.06
C -0.13 1.10 6.25
C 1.00 1.27 5.28
N 0.73 2.30 4.29
C 1.83 2.54 3.39
C 2.76 3.68 3.83
O 3.29 3.47 5.10
C 4.13 4.54 5.53
H -1.29 2.85 8.81
H -0.57 1.19 8.79
H -2.09 1.58 7.95
H -1.05 0.95 5.66
H -0.04 0.18 6.84
H 1.22 0.32 4.78
H 1.97 1.42 5.79
H 0.27 3.09 4.72
H 1.51 2.79 2.37
H 2.37 1.60 3.23
H 2.31 4.66 3.67
H 3.59 3.71 3.10
H 4.92 4.69 4.79
H 4.59 4.37 6.50
H 3.45 5.40 5.56
C -5.87 -7.96 -5.92
O -5.50 -6.61 -6.05
C -6.27 -5.70 -5.29
C -5.61 -4.34 -5.44
N -4.26 -4.38 -4.89
C -3.37 -3.35 -5.42
C -1.96 -3.63 -4.91
O -1.00 -2.87 -5.58
C 0.29 -3.17 -5.11
H -5.29 -8.58 -6.60
H -6.93 -8.08 -6.20
H -5.87 -8.27 -4.87
H -6.30 -6.08 -4.26
H -7.30 -5.70 -5.67
H -6.22 -3.60 -4.92
H -5.60 -4.06 -6.50
H -3.89 -5.29 -5.14
H -3.78 -2.36 -5.23
H -3.37 -3.45 -6.51
H -1.66 -4.69 -4.96
H -2.00 -3.40 -3.83
H 0.36 -2.83 -4.07
H 1.05 -2.62 -5.66
H 0.55 -4.23 -5.07
C -3.60 2.20 1.72
O -4.25 0.95 1.90
C -3.62 -0.07 1.13
C -4.33 -1.36 1.50
N -4.05 -1.80 2.84
C -4.93 -2.87 3.27
C -4.57 -3.36 4.67
O -4.89 -2.34 5.59
C -4.47 -2.70 6.88
H -2.52 2.08 1.69
H -3.90 2.88 2.53
H -3.95 2.70 0.81
H -2.57 -0.09 1.44
H -3.66 0.12 0.06
H -4.08 -2.08 0.71
H -5.40 -1.16 1.31
H -4.14 -1.01 3.46
H -4.95 -3.67 2.52
H -5.96 -2.49 3.36
H -3.50 -3.58 4.66
H -5.13 -4.29 4.79
H -4.70 -1.94 7.62
H -3.38 -2.80 6.92
H -4.90 -3.65 7.23
C -3.40 10.64 1.08
O -2.13 9.99 1.00
C -1.62 10.01 -0.33
C -0.43 9.09 -0.47
N -0.71 7.67 -0.46
C 0.35 6.87 -1.10
C 0.00 5.41 -0.91
O -0.02 5.12 0.48
C -0.24 3.75 0.70
H -3.67 10.61 2.13
H -4.12 10.05 0.50
H -3.32 11.65 0.69
H -1.30 11.02 -0.58
H -2.38 9.61 -1.01
H 0.32 9.28 0.32
H -0.02 9.42 -1.43
H -0.78 7.31 0.48
H 1.32 7.12 -0.67
H 0.41 7.13 -2.16
H 0.76 4.79 -1.39
H -0.97 5.13 -1.34
H 0.50 3.19 0.12
H -1.24 3.37 0.45
H -0.14 3.48 1.75
C -3.24 3.59 -6.53
O -2.57 2.49 -7.10
C -1.79 1.86 -6.09
C -1.06 0.62 -6.62
N 0.20 1.02 -7.24
C 0.96 -0.17 -7.65
C 1.97 0.16 -8.75
O 2.34 -1.03 -9.40
C 3.35 -0.84 -10.37
H -2.51 4.33 -6.14
H -3.92 3.28 -5.73
H -3.81 4.16 -7.27
H -2.43 1.50 -5.27
H -1.06 2.55 -5.67
H -1.65 0.02 -7.32
H -0.84 -0.01 -5.76
H 0.13 1.75 -7.94
H 0.27 -0.89 -8.10
H 1.47 -0.61 -6.79
H 2.88 0.68 -8.43
H 1.50 0.83 -9.49
H 3.01 -0.10 -11.09
H 3.56 -1.78 -10.87
H 4.28 -0.53 -9.87
C 8.82 1.52 -2.86
O 7.89 0.48 -2.57
C 7.06 0.16 -3.65
C 5.96 -0.82 -3.20
N 5.24 -0.38 -2.03
C 4.13 0.54 -2.27
C 3.77 1.32 -1.02
O 4.93 1.99 -0.54
C 4.77 2.45 0.77
H 8.31 2.47 -2.76
H 9.35 1.27 -3.78
H 9.61 1.48 -2.10
H 7.64 -0.38 -4.42
H 6.65 1.06 -4.13
H 6.45 -1.78 -3.03
H 5.30 -1.02 -4.05
H 5.87 0.01 -1.34
H 3.27 0.02 -2.69
H 4.40 1.28 -3.04
H 3.48 0.55 -0.29
H 2.95 2.02 -1.16
H 4.54 1.60 1.42
H 3.92 3.15 0.91
H 5.65 3.04 1.02
C 1.86 -0.67 11.09
O 2.21 -0.70 9.73
C 3.30 -1.57 9.48
C 3.63 -1.53 8.01
N 2.55 -2.15 7.26
C 2.74 -2.08 5.82
C 1.50 -2.64 5.12
O 0.38 -1.88 5.50
C -0.84 -2.48 5.10
H 2.71 -0.42 11.74
H 1.46 -1.64 11.39
H 1.08 0.05 11.31
H 3.16 -2.62 9.76
H 4.13 -1.17 10.08
H 4.53 -2.12 7.80
H 3.86 -0.51 7.67
H 1.68 -1.64 7.44
H 3.56 -2.75 5.54
H 2.92 -1.06 5.46
H 1.34 -3.70 5.37
H 1.68 -2.57 4.04
H -0.82 -2.51 4.00
H -1.66 -1.88 5.47
H -0.88 -3.51 5.48
C 3.06 -4.65 6.48
O 2.10 -5.31 5.69
C 1.02 -5.75 6.46
C -0.04 -6.40 5.57
N -0.68 -5.39 4.71
C -1.70 -5.99 3.86
C -2.18 -5.01 2.81
O -1.12 -4.65 1.98
C -1.35 -3.57 1.10
H 3.43 -5.27 7.31
H 2.70 -3.77 7.01
H 3.94 -4.41 5.88
H 0.57 -4.92 7.03
H 1.29 -6.48 7.23
H -0.75 -6.86 6.26
H 0.44 -7.13 4.91
H 0.08 -5.03 4.15
H -2.53 -6.42 4.42
H -1.32 -6.91 3.38
H -2.64 -4.16 3.33
H -3.03 -5.48 2.29
H -2.17 -3.82 0.42
H -0.46 -3.26 0.57
H -1.71 -2.70 1.68
*
```

Löwdin atomic charge list, values in e, 99 entries: C -0.0567; C -0.4356; C -0.2022; O -0.2118; C -0.1189; N 0.0388; H 0.0557; H 0.0884; H 0.0817; H 0.1148; H 0.1268; H 0.1252; H 0.0941; H 0.0717; H 0.0668; H 0.0678; H 0.0685; C -0.0360; C -0.3995; C -0.2125; O -0.1922; C -0.0779; N 0.0818; H 0.0616; H 0.0527; H 0.0628; H 0.1223; H 0.1077; H 0.1095; H 0.0719; H 0.0724; H 0.0788; H 0.0362; H 0.0336; C -0.0537; C -0.4328; C -0.1968; O -0.2125; C -0.0923; N 0.0523; H 0.0864; H 0.0662; H 0.0773; H 0.1209; H 0.0932; H 0.1302; H 0.0867; H 0.0862; H 0.0519; H 0.0625; H 0.0429; C -0.0723; C -0.4348; C -0.1966; O -0.1902; C -0.1103; N 0.0657; H 0.0737; H 0.0830; H 0.0639; H 0.1197; H 0.1279; H 0.1320; H 0.0813; H 0.0940; H 0.0655; H 0.0613; H 0.0395; C -0.0631; C -0.4395; C -0.1737; O -0.1974; C -0.1365; N 0.0744; H 0.0727; H 0.0573; H 0.0781; H 0.0901; H 0.1226; H 0.1232; H 0.0873; H 0.0850; H 0.0904; H 0.0726; H 0.0419; C -0.0539; C -0.4357; C -0.2176; O -0.1917; C -0.1087; N 0.0511; H 0.0457; H 0.0743; H 0.0803; H 0.1290; H 0.1315; H 0.1226; H 0.0790; H 0.0962

=====

2.
A cluster of 2 separate species, C4H11NO in total in a non-equilibrium geometry. Source: the Open Molecules 2025 dataset; level of theory: ωB97M-V/def2-TZVPD.

Calculated values
Energy = -288.9880 a.u.
Energy relative to the best compared isomer or geometry (same formula, charge and spin) = 18.2 kcal/mol
SMILES = CC(N)=O.CC

```
! RIJCOSX wB97M-V def2-TZVPD def2/J DEFGRID3
* xyz 0 1
C 0.30 0.02 1.80
C 1.73 0.15 2.26
H -0.10 1.03 1.89
H 0.18 -0.39 0.81
H -0.29 -0.51 2.55
H 2.43 0.57 1.54
H 2.20 -0.79 2.66
H 2.02 0.61 3.23
C -2.05 0.16 -2.05
C -0.84 -0.61 -1.63
O -0.78 -1.65 -1.00
N 0.38 -0.07 -2.01
H -1.85 1.21 -1.77
H -2.89 -0.16 -1.44
H 1.21 -0.60 -1.84
H 0.55 0.91 -1.86
H -2.20 0.12 -3.13
*
```

How is the electron density shared among the atoms? According to Löwdin, the charges in e are: C -0.1554; C -0.1980; H 0.0628; H 0.0283; H 0.0715; H 0.0540; H 0.0684; H 0.0621; C -0.0060; C -0.5873; O 0.0349; N 0.1249; H 0.0859; H 0.0848; H 0.0940; H 0.0867; H 0.0885

=====

3.
A structure of composition C3H7N4P3 in a non-equilibrium geometry. Source: the Open Molecules 2025 dataset; level of theory: ωB97M-V/def2-TZVPD.

Calculated values
Energy = -1361.4836 a.u.
Energy relative to the best compared isomer or geometry (same formula, charge and spin) = 49.9 kcal/mol

```
! RIJCOSX wB97M-V def2-TZVPD def2/J DEFGRID3
* xyz 0 1
C 0.88 0.40 -0.47
C 1.19 -0.89 0.29
C 2.68 -1.11 0.59
N -2.04 -1.04 -0.16
N -2.94 0.88 1.34
N -2.22 1.50 -1.05
N 0.57 0.33 0.88
P -1.76 -0.20 -1.44
P -3.20 1.93 0.23
P -2.04 -0.48 1.40
H 1.71 1.07 -0.78
H 0.07 0.48 -1.24
H 0.59 -1.73 0.33
H 3.05 -1.36 -0.39
H 2.70 -1.92 1.43
H 3.10 -0.09 0.77
H -2.34 2.22 -1.73
*
```

How is the electron density shared among the atoms? According to Löwdin, the charges in e are: C -0.3258; C -0.4060; C -0.0804; N -0.6111; N -0.6415; N -0.5099; N -0.0372; P 0.7693; P 0.7378; P 0.7271; H 0.1212; H -0.0395; H 0.0663; H 0.0570; H 0.1084; H 0.0809; H -0.0166